## w
{
  "formula": "C5H13N3",
  "method": "ωB97M-V with the def2-TZVPD basis set",
  "smiles": "C=C(N(C)C)N(C)N",
  "charge": 0,
  "lumo_ev": 0.890,
  "orbital_gap_ev": 8.777,
  "multiplicity": 1,
  "elements": ["C", "C", "N", "C", "C", "N", "C", "N", "H", "H", "H", "H", "H", "H", "H", "H", "H", "H", "H", "H", "H"],
  "xyz": [[1.19516, 1.29973, -1.11908], [0.27576, 0.63979, -0.43219], [0.67395, -0.75338, 0.21782], [1.83617, -0.87546, 1.05362], [0.27275, -1.95226, -0.46704], [-0.82108, 0.99711, 0.26532], [-1.90853, 0.11305, 0.62189], [-1.29606, 2.30330, -0.52930], [2.14533, 0.84284, -1.32681], [0.97775, 2.27488, -1.51322], [2.05627, 0.08158, 1.52261], [1.64373, -1.61890, 1.83508], [2.71446, -1.20848, 0.48100], [0.05308, -2.74679, 0.25530], [-0.61688, -1.77322, -1.06903], [1.06944, -2.30580, -1.13986], [-1.50860, -0.69944, 1.22422], [-2.43681, -0.29554, -0.24938], [-2.61617, 0.67038, 1.23984], [-1.58587, 2.94329, 0.20800], [-2.12385, 2.06332, -1.07879]],
  "lowdin_charge": [0.04, -0.35, -0.25, -0.12, -0.12, -0.13, -0.09, 0.08, 0.05, 0.04, 0.09, 0.08, 0.07, 0.08, 0.07, 0.08, 0.08, 0.08, 0.08, 0.07, 0.07]
}

---

## x
{
  "formula": "C5H13N3",
  "method": "ωB97M-V with the def2-TZVPD basis set",
  "charge": 0,
  "lumo_ev": [0.791, 0.791],
  "orbital_gap_ev": [7.936, 7.935],
  "multiplicity": 1,
  "elements": ["C", "C", "C", "N", "N", "H", "H", "H", "H", "H", "H", "H", "H", "C", "C", "N", "H", "H", "H", "H", "H"],
  "xyz": [[1.04539, 0.36297, -0.03267], [1.60987, -0.94552, 0.39453], [1.58063, 0.96122, -1.29843], [0.58610, -1.70120, -0.32213], [-0.36661, -2.25045, 0.32869], [0.85756, 1.03710, 0.79153], [-1.48847, -1.53006, -0.03044], [-0.23942, -2.23129, 1.35719], [1.59037, -1.11835, 1.47955], [2.60030, -1.18336, -0.00438], [2.65102, 1.19911, -1.21869], [1.06753, 1.88931, -1.56000], [1.46559, 0.26254, -2.13100], [-1.60224, 1.08175, 1.14654], [-1.34647, 0.56650, -0.23900], [-1.97079, -0.55914, -0.58163], [-1.83996, -0.76383, -1.56968], [-1.14876, 1.29847, -1.01663], [-1.00347, 1.96302, 1.37080], [-2.65742, 1.35291, 1.24621], [-1.39074, 0.30828, 1.88966]],
  "lowdin_charge": [-0.24, -0.25, -0.13, -0.05, -0.02, 0.07, 0.06, 0.08, 0.10, 0.11, 0.07, 0.06, 0.07, -0.09, -0.28, 0.02, 0.09, 0.11, 0.07, 0.08, 0.08]
}

---

## y
{
  "formula": "C5H13N3",
  "method": "ωB97M-V with the def2-TZVPD basis set",
  "charge": 0,
  "lumo_ev": -1.710,
  "orbital_gap_ev": 5.583,
  "multiplicity": 1,
  "elements": ["C", "C", "C", "C", "N", "C", "N", "N", "H", "H", "H", "H", "H", "H", "H", "H", "H", "H", "H", "H", "H"],
  "xyz": [[-0.14301, -1.90399, 1.78818], [0.93495, -1.13472, 1.08889], [0.72811, 0.24699, 1.22383], [-0.69964, 0.85981, 0.62540], [-0.65183, 1.60692, -0.48583], [-0.38135, 0.83201, -1.68826], [0.12098, 1.78029, -2.66942], [0.43853, -0.36518, -1.71046], [-0.57319, -1.44873, 2.66397], [-1.01873, -2.15245, 1.16341], [0.05888, -2.92894, 2.09610], [1.85062, -1.69393, 1.27332], [0.45954, -0.84294, -0.80748], [1.40723, 1.07172, 1.07226], [0.44134, 0.24867, 2.27933], [-1.32767, -0.03686, 0.43957], [-1.33542, 1.32160, 1.38415], [-1.36257, 0.41751, -2.00137], [-0.03218, 2.69494, -2.29724], [-0.33362, 1.59893, -3.54645], [1.41903, -0.17166, -1.89188]],
  "lowdin_charge": [-0.12, -0.14, -0.18, -0.29, 0.04, -0.56, 0.05, 0.06, 0.08, 0.09, 0.08, 0.12, 0.01, 0.12, 0.13, 0.11, 0.11, 0.13, 0.05, 0.06, 0.07]
}

---

Stability, lowest: y

---

## w
{
  "formula": "C3H7O2P",
  "method": "ωB97M-V with the def2-TZVPD basis set",
  "charge": 0,
  "lumo_ev": 0.394,
  "orbital_gap_ev": 9.969,
  "multiplicity": 1,
  "elements": ["C", "C", "C", "O", "O", "P", "H", "H", "H", "H", "H", "H", "H"],
  "xyz": [[-1.93899, 0.55559, 0.00756], [-0.75673, 0.09536, 0.48826], [0.40300, -0.15882, -0.27595], [1.16977, -1.71204, 0.41473], [0.42903, -0.39530, -1.64244], [1.90680, 0.87862, 0.04077], [-2.69691, 1.05394, 0.54001], [-2.06534, 0.89364, -0.98974], [-0.73431, -0.01372, 1.58476], [1.19841, -2.50814, -0.26555], [-0.28220, -0.98769, -1.93451], [2.26373, 0.41501, 1.28153], [1.10377, 1.88355, 0.75059]],
  "lowdin_charge": [0.05, -0.19, -0.68, -0.28, -0.06, 0.92, 0.04, 0.05, 0.13, 0.08, 0.12, -0.12, -0.07]
}

---

## x
{
  "formula": "C3H7O2P",
  "method": "ωB97M-V with the def2-TZVPD basis set",
  "smiles": "C=[P@H](C)OC=O",
  "charge": 0,
  "lumo_ev": 0.872,
  "orbital_gap_ev": 9.038,
  "multiplicity": 1,
  "elements": ["C", "P", "C", "O", "C", "O", "H", "H", "H", "H", "H", "H", "H"],
  "xyz": [[-1.65917, 0.40152, 0.70962], [-0.35663, -0.73566, 0.25450], [1.19807, -0.23216, 1.12018], [-0.16916, -0.36873, -1.40052], [0.31956, 0.76888, -1.90963], [0.99620, 1.53991, -1.28104], [-2.26394, 0.24824, 1.60018], [-2.37082, 0.32385, -0.12987], [-0.05898, -2.18059, 0.10486], [2.14500, -0.90475, 0.76123], [1.32825, 0.78324, 0.92466], [1.03301, -0.58414, 2.20950], [-0.14138, 0.94039, -2.96367]],
  "lowdin_charge": [-0.24, 0.77, -0.25, -0.26, -0.39, 0.06, -0.03, -0.03, 0.03, 0.10, -0.01, 0.07, 0.17]
}

---

Stability, lowest: w

---

## w
{
  "formula": "H35O17",
  "method": "ωB97M-V with the def2-TZVPD basis set",
  "charge": 1,
  "lumo_ev": -3.032,
  "orbital_gap_ev": 9.979,
  "multiplicity": 1,
  "elements": ["O", "H", "H", "O", "H", "H", "O", "H", "H", "O", "H", "H", "O", "H", "O", "H", "H", "O", "H", "H", "O", "H", "H", "O", "H", "H", "O", "H", "H", "O", "H", "H", "O", "H", "H", "O", "H", "H", "O", "H", "H", "O", "H", "H", "O", "H", "H", "O", "H", "H", "H", "H"],
  "xyz": [[1.03606, -0.05767, 4.16528], [1.46754, -0.83556, 4.33519], [0.35165, 0.05764, 4.84977], [-1.07168, -0.23358, -1.44571], [-1.62794, 0.50456, -1.65148], [-0.75399, -0.28682, -0.57358], [-2.11664, 3.71307, -1.97629], [-1.88588, 3.32124, -2.83442], [-3.11690, 3.72784, -2.13534], [1.22504, 0.70505, 1.89685], [2.17644, 0.94386, 1.69457], [3.63250, -1.75443, 1.63730], [3.41451, 2.06703, 1.36927], [1.27329, 0.06023, 2.69145], [-2.67653, -2.69158, 0.47136], [-3.40997, -2.60303, -0.06387], [-2.06484, -3.42688, 0.16995], [-0.69040, -4.23959, 0.56510], [-0.71154, -5.16943, 0.29214], [-0.43890, -4.26319, 1.49570], [2.65241, -1.72263, 1.52068], [3.26373, 2.62832, 0.59433], [2.64766, -2.45918, 2.19226], [-4.09410, 0.97202, -1.72071], [-3.56355, 0.53438, 2.00265], [-4.02338, 0.11470, -2.28008], [-2.75352, -0.51049, -3.38515], [-1.88802, -0.13834, -3.64173], [-2.63768, -1.24099, -2.87129], [3.17806, -0.81545, -2.51723], [2.72404, -0.45756, -3.27097], [2.61365, -1.49679, -2.17720], [1.16823, 0.97092, -3.88215], [1.41026, 0.83198, -2.95952], [1.38877, 1.90451, -4.15935], [-2.58992, -2.47079, 3.22200], [-3.31889, -3.03368, 3.22426], [-2.33825, -2.15055, 2.36258], [1.39682, -0.48233, -0.43988], [2.29008, -0.77901, -0.15001], [-4.33790, 1.77996, 1.75077], [4.86167, -0.28539, 0.59835], [5.38908, -0.04978, -0.18508], [5.11402, 0.26130, 1.33841], [-3.47466, 1.39742, 1.85105], [0.99376, 0.12200, 0.92560], [0.77853, -1.19746, -0.35851], [0.58114, 3.98401, -0.51730], [0.83763, 4.85952, -0.30659], [-0.41895, 4.11976, -0.82498], [3.04335, 2.50554, 2.06613], [-5.06826, 0.90951, -1.67462]],
  "lowdin_charge": [0.04, 0.03, 0.13, -0.02, 0.03, 0.00, -0.09, 0.04, 0.09, 0.08, 0.07, 0.06, 0.02, 0.06, -0.06, 0.00, 0.02, -0.04, 0.08, 0.07, -0.08, 0.10, 0.10, -0.12, -0.06, 0.04, -0.03, 0.08, -0.01, -0.03, 0.01, 0.02, -0.07, 0.01, 0.08, -0.04, 0.00, -0.02, -0.03, 0.06, 0.04, -0.05, 0.07, 0.03, 0.01, 0.17, 0.06, -0.11, -0.01, 0.07, 0.02, 0.04]
}

---

## x
{
  "formula": "H35O17",
  "method": "ωB97M-V with the def2-TZVPD basis set",
  "charge": 1,
  "lumo_ev": -2.715,
  "orbital_gap_ev": 11.027,
  "multiplicity": 1,
  "elements": ["O", "H", "H", "O", "H", "H", "O", "H", "H", "O", "H", "H", "O", "H", "O", "H", "H", "O", "H", "H", "O", "H", "H", "O", "H", "H", "O", "H", "H", "O", "H", "H", "O", "H", "H", "O", "H", "H", "O", "H", "H", "O", "H", "H", "O", "H", "H", "O", "H", "H", "H", "H"],
  "xyz": [[-2.48061, -1.86389, 3.82339], [-2.60206, -2.84651, 0.36327], [-3.06550, -1.16530, 4.14631], [0.76935, 1.64870, -0.81649], [-1.53646, 0.91429, 5.32334], [-1.01837, -2.80364, 2.16592], [-0.83703, 1.89538, -2.91500], [-1.08375, 2.32417, -3.76323], [-1.20875, 1.02166, -3.20625], [2.91923, 2.01054, -2.53242], [2.30272, 2.16843, -3.32256], [4.07547, -2.32640, -0.97108], [-2.02449, -1.13161, -2.85871], [1.24030, -0.86304, -2.93234], [1.98776, -0.16144, 0.49147], [2.33395, -0.14289, -0.48066], [1.45384, 0.74768, 0.10756], [-0.49151, -2.51129, 1.47879], [1.22468, -0.89572, 0.38430], [-0.76799, -1.59926, 1.29159], [2.09622, -0.54527, -2.64780], [-2.64124, -0.40420, -2.90097], [2.82102, -1.14400, -2.45606], [0.57835, 3.41113, 3.01840], [-0.43569, -0.86028, -1.59610], [-0.33681, 3.43410, 3.27556], [4.43552, 1.42025, -0.01249], [4.78656, 2.31543, -0.26436], [3.91145, 1.55157, 0.72993], [-2.76316, 3.83779, -1.04995], [-2.15111, 3.60582, -1.68974], [-3.31037, 3.00308, -0.99198], [-1.27589, 1.21892, 4.44476], [-0.01865, -2.18608, -0.63767], [-1.11190, 0.29856, 4.18187], [-1.61548, -4.24743, -0.58076], [-2.38062, -4.67820, -0.87867], [-1.31555, -4.55537, 0.25636], [-2.72315, -1.89039, 0.11908], [-3.57722, -1.48430, 0.23376], [1.23188, 2.15569, -1.46515], [3.89155, -1.37364, -0.90823], [4.61090, -0.87834, -0.56125], [0.41720, 2.18133, -0.10536], [0.24934, -1.42221, -1.12630], [2.91160, 1.05545, -2.38639], [-2.16701, -2.45606, 4.48252], [-1.03424, 0.84839, 1.70635], [-1.31886, 1.71656, 2.03553], [-1.62836, 0.79897, 0.88035], [-2.17034, -1.98444, -2.60510], [0.84329, 2.83728, 3.72264]],
  "lowdin_charge": [-0.03, 0.04, 0.06, 0.01, 0.05, -0.01, -0.06, 0.08, 0.04, -0.09, 0.09, 0.09, 0.00, 0.06, 0.07, 0.09, 0.11, -0.03, 0.15, 0.02, -0.06, 0.06, 0.04, -0.04, 0.07, 0.01, -0.02, 0.10, 0.00, -0.04, -0.05, 0.07, -0.06, 0.02, 0.02, -0.01, 0.04, 0.04, -0.08, 0.04, 0.04, -0.03, 0.04, 0.08, -0.06, -0.02, 0.03, -0.08, 0.03, 0.09, 0.00, 0.02]
}

---

Stability, lowest: w